The following is a DFT calculation (ωB97M-V/def2-TZVPD) of a cluster of 10 separate species, C40H110N10O10 in total at a distorted geometry.

As for the total energy: -2889.6310 Ha. Its SMILES is COC[C@H](C)N.COC[C@H](C)N.COC[C@H](C)N.COC[C@H](C)N.COC[C@H](C)N.COC[C@H](C)N.COC[C@H](C)N.COC[C@H](C)N.COC[C@H](C)N.COC[C@H](C)N. For the lowest unoccupied orbital energy, the calculation gives 0.503 eV. The energy relative to the best compared isomer or geometry (same formula, charge and spin) comes out at 113.1 kcal per mole. The value obtained for the HOMO-LUMO gap is 8.71 eV.

XYZ file:
```
170
Properties=species:S:1:pos:R:3:lowdin_charge:R:1
O -5.63899 -3.95848 -4.10252 -0.2070
O 0.57131 -4.54332 -0.16768 -0.1609
O 2.32878 3.06314 2.71196 -0.2453
O 5.43344 -0.02011 3.14529 -0.2153
O 2.19710 2.42439 -4.14897 -0.2482
O -1.86090 0.67305 4.77800 -0.2065
O 0.14797 0.88371 0.68972 -0.2061
O -4.71475 3.28749 0.60199 -0.2028
O 2.44860 -0.11136 6.26881 -0.1856
O 0.90639 -1.35446 -3.93530 -0.2200
N -4.95341 -1.53502 4.72254 0.0265
N 3.68785 1.80220 8.11193 0.0578
N 0.78676 4.79074 -6.80051 0.0262
N -3.24580 2.84577 -1.82491 0.0651
N -0.48745 -7.30558 0.63027 0.0167
N 3.84718 3.71754 0.29987 0.0483
N -3.02492 -4.56073 -2.96320 0.0580
N -0.07555 1.11862 -3.02743 0.0742
N 2.83984 1.15822 0.89043 0.0483
N -0.95933 -4.24053 -5.17811 0.0308
C -5.22430 3.43357 1.92129 -0.0938
C 2.19532 3.47264 -5.12765 -0.1316
C -0.36882 0.54708 -0.57959 -0.1936
C -0.36254 -2.93019 -5.34014 -0.4069
C -4.37687 2.08184 -1.44120 -0.4456
C -4.11651 0.70050 -1.94300 -0.0914
C -4.50003 1.96718 0.11399 -0.1734
C -4.89881 -2.93628 -3.33502 -0.1431
C -3.30136 -2.70777 -1.20845 -0.0448
C 6.75381 0.44548 3.53980 -0.0811
C 3.71511 0.12973 1.39111 -0.4158
C -6.78901 -3.37886 -4.68598 -0.1213
C 3.30060 2.06076 6.73828 -0.4514
C 0.31740 1.39102 -1.61605 -0.3798
C 4.14149 3.20621 6.16889 -0.0444
C -1.19152 0.38771 6.03418 -0.0713
C -0.23797 -6.85450 -0.74025 -0.3797
C 0.00658 -2.45093 -3.92602 -0.1999
C 0.24872 -3.21471 -0.01491 -0.1483
C 3.86293 4.59326 1.45207 -0.4424
C -2.84928 -2.03054 3.74763 -0.0588
C 2.23974 -1.17464 5.28041 -0.0493
C 4.75361 0.89577 2.29143 -0.1739
C 2.26758 -1.77699 -3.99985 -0.0634
C -3.93737 -3.65327 -2.31182 -0.3888
C 4.31224 -0.71085 0.32133 -0.0541
C -3.55416 -1.20687 4.80000 -0.4520
C -3.24265 0.32730 4.68754 -0.1740
C -1.29407 -1.92299 -6.07376 -0.0309
C -0.48988 -5.31383 -0.73561 -0.2046
C 0.75683 3.68899 -5.78291 -0.4051
C 3.27508 0.90057 5.81958 -0.2697
C 0.26636 2.46709 -6.51236 -0.0674
C -1.30596 -7.56273 -1.63737 -0.0627
C 4.01016 6.03200 1.02428 -0.0685
C 0.97397 2.84805 3.20815 -0.0514
C 0.18434 2.93855 -1.34809 -0.0060
C 3.23970 2.29535 -3.28991 -0.1364
C 2.54458 4.38435 2.20578 -0.1927
C -0.47565 0.15298 1.71685 -0.0913
H 0.67152 3.69304 3.82673 0.0925
H -7.36591 -4.05998 -5.31159 0.0891
H -5.56238 -2.22250 -2.84688 0.1056
H -4.99488 0.08467 -1.74984 0.0703
H -5.25654 -1.53821 5.68597 0.0690
H -2.40168 -2.20319 -1.56070 0.0517
H 2.92932 1.21471 4.83476 0.1046
H -3.27177 -1.53871 5.79912 0.1251
H 4.16808 2.37530 -3.85545 0.0924
H -1.50848 -2.13677 -7.12087 0.0716
H -7.43292 -3.11608 -3.84668 0.0802
H 2.53441 1.66484 1.70905 0.0326
H 0.77348 5.64992 -6.26971 0.0604
H 0.41565 1.74106 -3.65305 0.0230
H 4.22041 1.58010 2.95133 0.1004
H -2.23501 -1.73979 -5.55495 0.0666
H 5.43182 1.40801 1.60898 0.1276
H 4.65115 1.49867 8.10733 0.0698
H 2.48886 -2.38011 -3.11929 0.0857
H 2.41836 -2.36307 -4.90642 0.0841
H -5.41116 1.39575 0.29126 0.1225
H -4.49454 -4.30077 -1.63476 0.1255
H 4.71393 -0.11516 -0.49836 0.0769
H -3.66780 0.54867 -2.92469 0.0946
H 0.39587 1.72230 -5.72711 0.0562
H 3.27038 0.91205 8.34316 0.0634
H 1.71086 4.73094 1.59514 0.1262
H -0.13649 -0.45622 -0.93669 0.1143
H -1.18476 -8.64539 -1.67275 0.0701
H 0.95329 2.06890 3.97012 0.0714
H -0.73265 2.56951 -6.93613 0.0870
H 3.10492 3.92480 -0.35296 0.0492
H -1.76439 0.79426 6.86762 0.0847
H -1.29792 -4.64892 -6.03758 0.0870
H 3.03146 -0.99969 -3.98023 0.0861
H -0.24743 0.92094 6.14576 0.0719
H -5.27167 2.45230 -1.94140 0.1448
H -3.40974 0.21912 -1.26707 0.0403
H 7.39910 0.44253 2.66134 0.0857
H 3.17073 6.26434 0.36892 0.0808
H 0.85362 -2.81167 0.79734 0.0871
H -2.45105 2.31337 -1.50083 0.0254
H -2.73589 -3.06009 4.08712 0.0830
H 1.99736 0.87415 0.41122 0.0581
H -0.15571 4.77479 -7.16325 0.0574
H 0.79685 3.15001 -0.47160 0.0548
H 0.05316 3.96880 -4.99892 0.1291
H -4.28605 -2.38446 -4.04786 0.1117
H -0.80642 -0.95977 -6.22371 0.0688
H 2.25672 2.37384 6.71883 0.1345
H 0.30065 -3.28422 -3.28786 0.1072
H -0.19766 -4.83944 -4.89304 0.0823
H 3.92997 3.44807 5.12733 0.0625
H -5.24101 4.50260 2.13338 0.0902
H -3.69911 1.47603 0.66661 0.1176
H 2.59078 5.08161 3.04231 0.1166
H -3.61474 0.68785 3.72855 0.1099
H -1.31014 -7.16525 -2.65231 0.0594
H 0.14752 -6.73546 1.17052 0.0576
H -1.50339 -5.01597 -0.46695 0.1092
H 5.17013 -1.22084 0.75953 0.0808
H -5.15360 -2.50320 4.51603 0.0704
H -2.29844 -7.36372 -1.23306 0.0699
H 3.29115 1.35987 -2.73284 0.0831
H 1.36780 1.10330 -1.66088 0.1059
H 6.77023 1.50687 3.78734 0.0721
H 1.61189 -0.81065 4.46714 0.0664
H -1.05609 -0.67373 6.24179 0.0831
H 0.25185 2.67589 2.41004 0.0849
H 3.13309 -0.54273 2.02132 0.1252
H 0.78644 -7.05787 -1.05223 0.1380
H 4.95438 6.33874 0.57432 0.0800
H 3.59901 -1.40583 -0.12185 0.0703
H -0.47837 -5.00368 -1.78049 0.0910
H -1.89795 -1.53507 3.55378 0.0560
H 0.52860 -3.07169 -5.95166 0.1254
H 3.15762 -1.56492 4.84076 0.0886
H -1.38026 -7.02448 1.00970 0.0665
H 5.18428 2.88951 6.14935 0.0733
H -0.40408 -0.92348 1.56128 0.0692
H -0.89771 -2.13313 -3.40703 0.1133
H -3.29392 -2.05736 2.75280 0.0785
H -2.42706 -4.05982 -3.60488 0.0188
H 3.66574 2.76086 0.56810 0.0009
H -3.04813 -3.17065 -0.25467 0.0560
H 3.98119 6.66412 1.91180 0.0746
H -1.44752 0.66842 -0.67851 0.1008
H 0.99480 2.15074 -7.25895 0.0871
H 6.97960 -0.07966 4.46790 0.0884
H 3.28183 3.12587 -2.58524 0.0796
H 1.63838 -1.92508 5.79354 0.0855
H 2.88947 3.23466 -5.93363 0.1199
H -0.81648 3.33705 -1.18180 0.0596
H 2.69286 4.31639 -4.64948 0.1195
H -3.62419 -4.94514 -3.67958 0.0646
H -6.23361 3.03885 2.03793 0.0839
H 4.26754 0.48131 5.65428 0.1281
H -3.31022 3.47719 -1.03926 0.0600
H 0.58672 3.42786 -2.23509 0.0662
H -4.07695 -1.96952 -1.00461 0.0520
H 0.52267 -2.67908 -0.92384 0.0687
H -3.83495 0.78751 5.47842 0.1167
H -1.54478 0.34744 1.80194 0.0858
H -0.77029 -2.88058 0.18020 0.0636
H 4.71061 4.34211 2.08961 0.1363
H 0.08229 0.33081 2.63618 0.0714
H 4.12894 4.14772 6.71799 0.0797
H -4.64763 2.90090 2.67747 0.0714
H -6.51928 -2.43666 -5.16304 0.0844
H 0.11805 0.16033 -3.28101 0.0274
```